Entry 1:
A 2-piece molecular cluster, C4H12 overall at a distorted geometry, computed with ωB97M-V with the def2-TZVPD basis set.

Element x y z (Å)
C  1.469  -0.166  1.275
C  2.949  0.353  1.035
H  1.397  -0.637  2.253
H  0.833  0.713  1.333
H  1.207  -0.822  0.454
H  3.207  0.118  0.009
H  3.565  -0.030  1.838
H  2.943  1.439  1.081
C  -1.737  0.370  -1.527
C  -2.663  -0.687  -0.869
H  -0.805  0.044  -1.972
H  -2.350  0.989  -2.178
H  -1.474  1.068  -0.724
H  -2.099  -1.294  -0.161
H  -3.336  -0.107  -0.243
H  -3.104  -1.351  -1.604

Output
**HOMO energy**: -11.76 eV
**Multiplicity**: 1
**SMILES**: CC.CC
**Molar mass**: 60.1 g/mol
**Calculated total energy**: -4342.060 eV
**Kohn-Sham gap**: 12.8916 eV

Results of the natural (NBO) charge analysis, in e, for atoms 1 through 2: number 1, C, carries -0.61; number 2, C, carries -0.61

Entry 2:
C7H6NO6Pd as an isolated structure at a distorted geometry, computed with ωB97M-V with the def2-TZVPD basis set.

Element x y z (Å)
O  0.066  3.153  -3.705
C  0.125  2.711  -2.638
Pd  -0.218  -0.620  -0.114
O  0.227  2.182  1.325
C  -0.101  1.267  0.702
C  -0.427  -2.806  -0.185
O  -0.305  -3.931  -0.453
C  1.822  -0.709  -0.286
O  2.931  -0.604  0.024
C  -2.117  -0.376  -0.836
O  -3.238  -0.123  -1.002
H  0.070  1.919  -1.755
C  -1.584  -0.834  3.121
C  -0.318  -1.601  2.950
N  -0.164  -2.755  3.650
O  0.609  -1.273  2.163
H  -2.065  -1.223  4.005
H  -2.319  -0.939  2.323
H  -1.410  0.222  3.301
H  0.711  -3.247  3.520
H  -0.792  -3.103  4.351

Output
**HOMO energy (alpha / beta)**: -17.12 / -24.40 eV
**Charge**: +3
**Multiplicity**: 5
**<S²>**: 6.0474
**Molar mass**: 306.5 g/mol
**Calculated total energy**: -24569.864 eV
**Kohn-Sham gap (alpha / beta)**: 5.2372 / 7.3051 eV

Results of the natural (NBO) charge analysis, in e, for atoms 1 through 2: number 1, O, carries -0.19; number 2, C, carries 0.66

Entry 3:
A 12-piece molecular cluster, C30H34Cl45N2O7PS overall at a distorted geometry, computed with ωB97M-V with the def2-TZVPD basis set.

Element x y z (Å)
C  3.252  4.326  0.750
C  2.431  4.149  2.035
O  2.498  3.115  2.657
O  1.640  5.168  2.485
C  0.815  5.757  1.464
C  -0.155  4.770  0.785
C  -1.336  4.506  1.751
C  -1.015  3.360  2.748
C  -1.440  2.050  2.055
O  -0.439  1.019  2.155
P  -0.901  -0.320  1.393
O  -0.784  -0.241  -0.067
O  -2.356  -0.708  1.926
C  -3.294  -0.955  0.852
C  -3.743  0.304  0.082
C  -5.202  0.235  -0.423
Cl  -5.243  -0.073  -2.206
O  0.091  -1.440  1.951
C  1.444  -1.198  1.531
C  2.436  -1.517  2.677
C  3.172  -0.256  3.196
C  4.575  -0.162  2.558
C  5.194  1.245  2.651
C  6.474  1.384  1.799
C  6.233  1.949  0.386
S  4.710  1.319  -0.399
C  5.299  0.649  -1.907
N  6.522  0.297  -2.135
N  6.617  -0.215  -3.404
C  5.422  -0.127  -3.894
O  4.559  0.402  -3.015
H  4.202  3.822  0.944
H  2.745  3.816  -0.074
H  3.409  5.391  0.555
H  0.199  6.502  1.975
H  1.437  6.276  0.723
H  -0.562  5.266  -0.108
H  0.313  3.842  0.432
H  -1.647  5.420  2.272
H  -2.206  4.176  1.165
H  -1.635  3.532  3.632
H  0.027  3.331  3.076
H  -2.403  1.753  2.488
H  -1.615  2.232  0.984
H  -4.193  -1.357  1.332
H  -2.961  -1.745  0.168
H  -3.109  0.365  -0.810
H  -3.608  1.233  0.643
H  -5.742  1.165  -0.232
H  -5.737  -0.582  0.070
H  1.607  -0.158  1.217
H  1.721  -1.817  0.669
H  1.868  -2.011  3.472
H  3.198  -2.206  2.294
H  3.336  -0.417  4.272
H  2.595  0.668  3.076
H  4.511  -0.532  1.528
H  5.264  -0.842  3.084
H  5.344  1.458  3.716
H  4.447  1.977  2.298
H  6.996  0.422  1.747
H  7.141  2.077  2.331
H  7.077  1.644  -0.242
H  6.224  3.045  0.403
H  5.107  -0.469  -4.869
Cl  -6.124  -5.557  0.507
C  -6.128  -3.843  0.092
Cl  -6.588  -2.887  1.511
Cl  -4.506  -3.389  -0.461
Cl  -7.276  -3.535  -1.212
Cl  -3.013  6.060  6.847
C  -1.864  4.740  7.104
Cl  -0.626  4.784  5.847
Cl  -1.105  4.920  8.690
Cl  -2.719  3.193  7.032
Cl  -8.399  4.085  2.656
C  -7.892  3.445  1.089
Cl  -6.273  2.740  1.235
Cl  -9.024  2.194  0.563
Cl  -7.856  4.750  -0.101
Cl  -3.110  -6.642  -0.448
C  -3.383  -8.337  -0.042
Cl  -2.185  -8.845  1.156
Cl  -5.009  -8.524  0.648
Cl  -3.226  -9.333  -1.493
Cl  -0.107  -7.399  -1.642
C  0.106  -6.289  -2.999
Cl  -0.583  -4.714  -2.573
Cl  1.833  -6.107  -3.346
Cl  -0.720  -6.927  -4.427
Cl  -10.968  -3.636  -1.902
C  -10.927  -1.914  -2.300
Cl  -11.354  -0.968  -0.866
Cl  -9.302  -1.470  -2.834
Cl  -12.086  -1.580  -3.592
Cl  -2.231  -10.547  -4.719
C  -1.486  -10.956  -6.269
Cl  0.162  -11.534  -5.995
Cl  -2.431  -12.219  -7.065
Cl  -1.442  -9.516  -7.296
Cl  3.788  3.939  -4.656
C  5.557  3.903  -4.696
Cl  6.120  4.357  -6.310
Cl  6.195  5.049  -3.504
Cl  6.116  2.270  -4.306
Cl  7.653  -1.652  0.306
C  8.750  -2.468  1.422
Cl  10.115  -1.405  1.788
Cl  7.888  -2.855  2.920
Cl  9.345  -3.960  0.683
Cl  -1.960  3.233  -1.724
C  -2.985  4.548  -2.307
Cl  -1.977  5.940  -2.731
Cl  -3.880  4.011  -3.730
Cl  -4.125  5.011  -1.034
Cl  1.345  -1.712  -2.866
C  2.082  -2.049  -4.438
Cl  3.741  -2.618  -4.198
Cl  1.148  -3.292  -5.282
Cl  2.102  -0.568  -5.407

Output
**HOMO energy**: -8.92 eV
**Multiplicity**: 1
**SMILES**: CC(=O)OCCCCCO[P@](=O)(OCCCCl)OCCCCCCCSc1nnco1.ClC(Cl)(Cl)Cl.ClC(Cl)(Cl)Cl.ClC(Cl)(Cl)Cl.ClC(Cl)(Cl)Cl.ClC(Cl)(Cl)Cl.ClC(Cl)(Cl)Cl.ClC(Cl)(Cl)Cl.ClC(Cl)(Cl)Cl.ClC(Cl)(Cl)Cl.ClC(Cl)(Cl)Cl.ClC(Cl)(Cl)Cl
**Molar mass**: 2193.0 g/mol
**Calculated total energy**: -632604.930 eV
**Kohn-Sham gap**: 8.8860 eV

Results of the Mulliken charge analysis, in e, for atoms 1 through 2: number 1, C, carries -0.47; number 2, C, carries 0.48

Entry 4:
A 11-piece molecular cluster, C15H44N4O19 overall at a distorted geometry, computed with ωB97M-V with the def2-TZVPD basis set.

Element x y z (Å)
C  -4.887  -0.936  0.718
N  -5.444  0.267  0.011
O  -4.910  1.350  0.270
O  -6.332  0.063  -0.793
H  -5.228  -0.849  1.749
H  -3.803  -0.899  0.607
H  -5.247  -1.818  0.187
C  -0.259  0.540  -3.919
N  0.725  0.474  -5.012
O  0.516  1.098  -6.039
O  1.801  -0.037  -4.751
H  -0.820  -0.386  -4.048
H  -0.848  1.458  -3.898
H  0.261  0.190  -3.027
C  -1.751  -3.642  1.516
N  -2.004  -5.123  1.401
O  -3.160  -5.449  1.493
O  -1.068  -5.860  1.066
H  -1.488  -3.163  0.573
H  -0.881  -3.674  2.172
H  -2.557  -3.098  2.008
C  1.561  0.984  3.165
N  1.706  -0.504  3.061
O  0.728  -1.207  3.221
O  2.827  -0.958  2.892
H  0.531  1.248  3.403
H  1.843  1.319  2.167
H  2.301  1.326  3.888
C  -0.262  5.110  3.327
O  -0.809  5.247  2.047
C  -0.587  4.261  1.162
O  -0.058  3.187  1.416
O  -1.105  4.641  -0.006
C  -1.195  3.825  -1.171
H  -0.778  4.412  3.986
H  -0.530  6.073  3.762
H  0.806  4.892  3.317
H  -0.336  3.187  -1.380
H  -1.525  4.470  -1.986
H  -2.101  3.229  -1.064
C  3.303  -0.513  -0.582
O  4.143  -1.683  -0.610
C  5.348  -1.630  -0.120
O  5.846  -0.630  0.331
O  5.851  -2.840  -0.268
C  7.232  -3.051  0.023
H  3.082  -0.300  0.464
H  2.342  -0.739  -1.044
H  3.808  0.276  -1.140
H  7.481  -3.992  -0.467
H  7.435  -2.917  1.085
H  7.685  -2.268  -0.585
C  -2.700  -3.205  -2.795
O  -3.226  -4.188  -1.947
H  -1.657  -3.121  -2.491
H  -2.764  -3.502  -3.842
H  -3.180  -2.238  -2.643
H  -2.817  -5.042  -2.103
C  1.239  -2.818  -2.827
O  0.674  -2.489  -1.597
H  1.202  -3.898  -2.974
H  0.713  -2.280  -3.616
H  2.308  -2.608  -2.868
H  0.877  -3.167  -0.949
C  3.071  3.100  -0.310
O  1.872  2.390  -0.381
H  2.783  4.147  -0.222
H  3.564  2.854  0.631
H  3.730  3.048  -1.176
H  1.254  2.430  0.353
C  -3.466  2.927  2.878
O  -3.438  2.218  4.098
H  -2.861  2.373  2.161
H  -4.526  2.945  2.624
H  -3.068  3.926  3.055
H  -4.229  1.706  4.280
C  -0.714  0.231  -0.105
O  -1.391  -0.667  -0.962
H  -1.475  0.740  0.486
H  0.044  -0.326  0.446
H  -0.185  0.980  -0.693
H  -0.822  -1.429  -1.093

Output
**HOMO energy**: -10.40 eV
**Multiplicity**: 1
**SMILES**: C[N+](=O)[O-].C[N+](=O)[O-].C[N+](=O)[O-].C[N+](=O)[O-].COC(=O)OC.COC(=O)OC.CO.CO.CO.CO.CO
**Molar mass**: 584.5 g/mol
**Calculated total energy**: -61116.783 eV
**Kohn-Sham gap**: 10.4168 eV

Results of the Mulliken charge analysis, in e, for atoms 1 through 2: number 1, C, carries -0.56; number 2, N, carries 0.93

Entry 5:
C8H6Cl3IN2SSe3TeV as an isolated structure at a distorted geometry, computed with ωB97M-V with the def2-TZVPD basis set.

Element x y z (Å)
V  -1.213  0.208  0.964
S  -1.575  -1.706  -0.834
C  0.098  -1.612  -0.540
C  1.055  -2.421  -1.172
C  2.384  -2.198  -0.908
C  2.738  -1.174  -0.028
C  1.739  -0.431  0.564
N  0.450  -0.666  0.340
H  0.717  -3.181  -1.857
H  3.147  -2.795  -1.385
H  3.771  -0.961  0.187
H  1.985  0.380  1.243
Se  -0.091  1.760  2.638
Se  1.112  0.347  3.965
Te  -0.689  -1.312  4.714
Se  -1.796  -1.608  2.520
I  -3.646  1.801  1.721
C  -3.099  0.340  0.231
H  -3.261  0.792  -0.748
H  -3.766  -0.509  0.373
Cl  1.845  3.090  -1.980
C  0.078  2.675  -2.256
Cl  0.029  1.436  -3.596
Cl  -0.711  4.156  -2.858
C  -0.505  2.132  -1.109
N  -0.798  1.459  -0.189

Output
**HOMO energy (alpha / beta)**: -3.50 / -3.62 eV
**Charge**: -1
**Multiplicity**: 3
**<S²>**: 2.0709
**Molar mass**: 810.9 g/mol
**Calculated total energy**: -296898.919 eV
**Kohn-Sham gap (alpha / beta)**: 5.5402 / 5.2209 eV

Results of the natural (NBO) charge analysis, in e, for atoms 1 through 2: number 1, V, carries 0.54; number 2, S, carries -0.12

Entry 6:
C40H59Cl2FN11O3Pb as an isolated structure, computed with ωB97M-V with the def2-TZVPD basis set.

Element x y z (Å)
Pb  0.983  0.218  -1.342
F  -5.184  -0.657  2.761
C  -4.225  -1.612  2.737
C  -3.028  -1.327  2.153
C  -1.997  -2.271  2.147
C  -0.701  -1.928  1.541
O  -0.516  -0.835  0.979
C  0.297  -2.950  1.705
C  -0.006  -4.150  2.273
N  -1.223  -4.479  2.747
C  -1.526  -5.847  3.134
C  -1.636  -6.231  4.582
C  -0.477  -6.708  3.761
C  -2.229  -3.516  2.749
C  -3.471  -3.788  3.333
C  -4.491  -2.849  3.350
N  -5.722  -3.153  3.950
C  -6.998  -2.634  3.489
C  -7.569  -1.592  4.444
N  -7.655  -2.204  5.819
C  -6.317  -2.718  6.284
C  -5.804  -3.743  5.273
C  1.691  -2.657  1.278
O  2.536  -2.636  2.299
O  1.995  -2.421  0.128
H  -2.857  -0.357  1.703
H  0.745  -4.926  2.331
H  -2.211  -6.322  2.444
H  -2.406  -6.939  4.858
H  -1.429  -5.469  5.324
H  -0.442  -7.744  3.455
H  0.490  -6.281  3.990
H  -3.654  -4.763  3.762
H  -7.704  -3.471  3.413
H  -6.907  -2.203  2.499
H  -8.565  -1.273  4.142
H  -6.917  -0.725  4.508
H  -8.315  -2.984  5.793
H  -8.024  -1.528  6.486
H  -6.430  -3.147  7.277
H  -5.643  -1.865  6.333
H  -6.482  -4.606  5.256
H  -4.831  -4.092  5.602
C  1.173  5.301  -2.462
N  0.630  4.833  -1.190
C  0.016  5.901  -0.398
C  0.495  3.533  -0.848
N  0.453  2.521  -1.702
C  -0.111  2.732  -2.999
C  -1.322  3.384  -3.062
C  -1.960  3.669  -4.279
C  -1.360  3.297  -5.444
C  -0.130  2.596  -5.436
C  0.442  2.238  -6.679
C  1.606  1.535  -6.726
C  2.217  1.141  -5.526
C  1.724  1.486  -4.286
N  2.378  0.919  -3.152
C  3.703  0.837  -3.183
N  4.293  -0.286  -2.716
C  3.639  -1.592  -2.837
C  5.641  -0.313  -2.162
N  4.511  1.853  -3.581
C  4.034  3.227  -3.559
C  5.672  1.619  -4.440
C  0.516  2.260  -4.201
N  0.454  3.248  0.490
C  1.195  4.015  1.480
C  -0.512  2.302  1.032
H  1.895  6.095  -2.259
H  0.380  5.702  -3.096
H  1.667  4.501  -2.998
H  -0.593  6.517  -1.061
H  0.770  6.541  0.064
H  -0.632  5.493  0.372
H  -1.792  3.686  -2.131
H  -2.911  4.186  -4.280
H  -1.816  3.524  -6.401
H  -0.073  2.527  -7.588
H  2.047  1.249  -7.673
H  3.094  0.503  -5.575
H  2.780  -1.511  -3.501
H  3.308  -1.975  -1.870
H  4.346  -2.303  -3.267
H  5.975  0.695  -1.926
H  6.359  -0.767  -2.847
H  5.631  -0.912  -1.249
H  3.321  3.343  -2.746
H  3.558  3.517  -4.500
H  4.885  3.885  -3.382
H  5.820  0.555  -4.604
H  6.577  2.044  -4.005
H  5.498  2.092  -5.409
H  1.963  4.617  0.997
H  1.675  3.321  2.176
H  0.556  4.675  2.073
H  -1.077  1.840  0.224
H  -1.210  2.825  1.694
H  -0.023  1.509  1.602
Cl  -0.465  -1.082  -3.975
C  -2.038  -0.298  -3.719
Cl  -2.258  0.126  -2.007
H  -2.816  -0.992  -4.003
H  -2.073  0.612  -4.306
N  5.027  -0.713  2.469
C  4.739  0.510  1.694
C  3.399  0.293  0.992
N  2.976  1.274  -0.028
H  6.019  -0.909  2.490
H  3.409  -2.252  2.078
H  4.740  -0.598  3.433
H  5.520  0.648  0.944
H  4.725  1.405  2.320
H  2.604  0.210  1.738
H  3.483  -0.663  0.486
H  3.726  1.410  -0.701
H  2.762  2.177  0.381

Output
**HOMO energy**: -13.37 eV
**Charge**: +3
**Multiplicity**: 1
**Molar mass**: 1039.1 g/mol
**Calculated total energy**: -97961.818 eV
**Kohn-Sham gap**: 7.3294 eV

Results of the Mulliken charge analysis, in e, for atoms 1 through 2: number 1, Pb, carries 0.77; number 2, F, carries -0.35

Entry 7:
A 2-piece molecular cluster, C8H21ClINO6P2 overall at a distorted geometry, computed with ωB97M-V with the def2-TZVPD basis set.

Element x y z (Å)
C  2.838  1.439  -0.494
C  1.587  0.943  0.209
O  0.446  1.267  -0.607
P  -0.951  0.404  -0.662
Cl  -0.813  -0.025  1.474
C  -2.583  1.211  -0.336
C  -3.666  0.191  0.040
C  -4.421  -0.349  -1.174
I  -5.023  1.081  1.452
O  -1.092  -1.177  -0.951
C  0.072  -1.913  -1.391
C  0.421  -2.997  -0.400
P  -1.153  0.906  -2.876
O  0.271  0.450  -3.523
O  -0.854  2.537  -2.895
H  2.779  1.171  -1.549
H  3.716  0.970  -0.062
H  2.911  2.522  -0.434
H  1.509  1.441  1.170
H  1.676  -0.126  0.369
H  -2.935  1.716  -1.236
H  -2.447  1.967  0.430
H  -3.225  -0.648  0.564
H  -4.543  0.419  -1.933
H  -3.855  -1.177  -1.596
H  -5.402  -0.709  -0.885
H  -0.179  -2.361  -2.351
H  0.924  -1.262  -1.576
H  1.269  -3.548  -0.811
H  0.720  -2.602  0.566
H  -0.398  -3.703  -0.299
H  0.998  0.692  -2.939
H  -1.436  3.015  -2.301
C  3.180  0.250  4.278
N  3.373  -0.874  3.320
O  3.686  -0.601  2.180
O  3.199  -1.991  3.745
H  3.368  1.179  3.756
H  2.157  0.192  4.636
H  3.878  0.100  5.095

Output
**HOMO energy**: -7.95 eV
**Multiplicity**: 1
**SMILES**: CCOP(Cl)(C[C@H](C)I)(OCC)P(O)O.C[N+](=O)[O-]
**Molar mass**: 451.6 g/mol
**Calculated total energy**: -61611.147 eV
**Kohn-Sham gap**: 8.0418 eV

Results of the natural (NBO) charge analysis, in e, for atoms 1 through 2: number 1, C, carries -0.62; number 2, C, carries -0.06

Q: Among the records above, which one has the highest molar mass?
A: C30H34Cl45N2O7PS